1.
Here is C25H37N5O2SeSi3V as an isolated structure from the OMol25 dataset. Energies are from wB97M-V/def2-TZVPD.

```
74
C25H37N5O2SeSi3V, DFT wB97M-V/def2-TZVPD
V -0.10657 -0.21661 -0.90267
C 3.07662 -0.40854 1.21005
Si 1.54199 -1.33234 1.68304
C 1.26708 -1.04722 3.49871
C 1.63980 -3.11324 1.18939
C -0.07314 -0.68852 0.78512
Si -0.29775 2.83400 2.91900
C 1.43614 3.05457 2.46233
C -1.55089 3.43285 1.75642
C -0.81452 2.12537 4.49680
Si -1.69590 -1.52711 1.39318
C -1.69598 -2.67142 2.83436
C -3.09577 -0.32380 1.58378
C -1.74392 -2.55931 -0.21426
C -2.23701 -3.82801 -0.42439
C -2.13965 -4.41456 -1.68694
C -1.57772 -3.70696 -2.73670
C -1.11391 -2.43263 -2.48993
N -1.16056 -1.88376 -1.25993
H 3.60637 -0.86066 0.37131
H 3.75372 -0.44522 2.06839
H 2.90059 0.64481 0.98929
H 1.92892 -1.72687 4.04461
H 0.25992 -1.22481 3.86571
H 1.57365 -0.03501 3.77489
H 2.60472 -3.50763 1.52170
H 1.58792 -3.23440 0.10463
H 0.87025 -3.73666 1.64242
H 1.57297 2.75385 1.41755
H 2.13374 2.52649 3.11009
H 1.65687 4.12923 2.51622
H -1.43148 2.92942 0.79044
H -1.37281 4.49749 1.56522
H -2.56665 3.29713 2.12468
H -0.09713 1.42035 4.91439
H -1.80890 1.68259 4.42543
H -0.89100 2.96664 5.20387
H -1.73072 -2.13177 3.78106
H -0.87856 -3.38661 2.87627
H -2.63607 -3.23050 2.76319
H -3.25274 -0.14382 2.65090
H -4.02892 -0.74948 1.20786
H -2.93934 0.63393 1.08769
H -2.68629 -4.37663 0.39313
H -2.50820 -5.42004 -1.84656
H -1.49638 -4.12812 -3.72840
H -0.67589 -1.83188 -3.27869
C 4.46022 -2.19426 -3.29272
N 3.61650 -1.15183 -2.66654
C 4.03744 0.12465 -2.55841
C 3.31272 1.12844 -1.97911
C 2.07274 0.75305 -1.45884
O 1.18866 1.45993 -0.85225
N 1.64625 -0.54648 -1.56774
C 2.36306 -1.55951 -2.20914
O 1.93675 -2.67569 -2.34066
H 5.32158 -1.70583 -3.73700
H 3.88181 -2.70580 -4.05580
H 4.77885 -2.90814 -2.53768
H 5.01789 0.31508 -2.97645
H 3.67966 2.14061 -1.92580
Se -3.33199 0.03464 -1.85764
N -1.73482 0.90396 -1.55085
C -1.89002 2.16511 -2.01253
C -0.93162 3.21496 -2.00723
C -1.29589 4.42339 -2.51980
C -2.59432 4.70003 -3.06004
C -3.53721 3.73581 -3.08407
C -3.20428 2.44340 -2.55774
N -4.06891 1.45155 -2.55049
H 0.06357 3.05312 -1.62964
H -0.56274 5.22062 -2.52869
H -2.80360 5.68543 -3.45208
H -4.52923 3.88918 -3.48571
```

Its calculated total energy is -5612.14432 hartree. The value obtained for the highest occupied orbital energy (spin up / spin down) is -16.88 / -16.88 eV. The energy relative to the best compared isomer or geometry (same formula, charge and spin) comes out at 0.0 kcal per mole. The net charge is +3.

Atom charges from the Löwdin analysis, given in e for atoms 1 to 5:
1 V 0.915
2 C -0.144
3 Si 0.462
4 C -0.151
5 C -0.131


2.
Here is a 2-piece molecular cluster, C2H5FN2O overall from the OMol25 dataset. Energies are from wB97M-V/def2-TZVPD.

```
11
C2H5FN2O, DFT wB97M-V/def2-TZVPD
C -0.71170 -0.51301 0.55029
C -0.03404 0.08287 -0.65030
N -1.21184 0.47399 1.37947
N 0.33047 -0.58424 -1.74194
O -0.60794 -1.72787 0.69086
F -0.47192 1.32492 -1.00721
H 1.56103 0.80769 0.44306
H -0.99530 1.35417 1.06063
H -1.26244 0.29172 2.34480
H 0.06841 -1.57638 -1.91952
H 0.29488 0.11088 -2.49966
```

Its calculated total energy is -363.71311 hartree. The value obtained for the highest occupied orbital energy (spin up / spin down) is -8.11 / -8.76 eV. The energy relative to the best compared isomer or geometry (same formula, charge and spin) comes out at 61.4 kcal per mole.

Atom charges from the natural (NBO) analysis, given in e for atoms 1 to 5:
1 C 0.581
2 C 0.518
3 N -0.798
4 N -0.817
5 O -0.584


3.
Here is an isolated molecule of C2H3BrS from the OMol25 dataset. Energies are from wB97M-V/def2-TZVPD.

```
7
C2H3BrS, DFT wB97M-V/def2-TZVPD
C -0.70403 0.18614 0.03528
C 0.68273 -0.24121 -0.04219
S 1.08578 -1.94059 0.04502
Br 1.96897 1.07977 0.00317
H -0.82512 0.94017 0.92599
H -1.36533 -0.69948 0.01244
H -0.84300 0.67521 -0.97970
```

Its calculated total energy is -3050.16160 hartree. The value obtained for the highest occupied orbital energy is -8.94 eV. The energy relative to the best compared isomer or geometry (same formula, charge and spin) comes out at 10.1 kcal per mole.

Atom charges from the natural (NBO) analysis, given in e for atoms 1 to 5:
1 C -0.731
2 C -0.177
3 S -0.007
4 Br 0.153
5 H 0.254


4.
Here is an isolated molecule of C2H3ClO2S from the OMol25 dataset. Energies are from wB97M-V/def2-TZVPD.

```
9
C2H3ClO2S, DFT wB97M-V/def2-TZVPD
C -0.88578 -0.19539 1.03502
S 0.40482 -1.34840 0.52875
O -0.22591 -2.11465 -0.53394
C 0.77771 0.26493 -0.27893
O 0.57019 0.36824 -1.55731
Cl 1.64924 1.59769 0.36207
H -0.73835 0.34774 1.97609
H -1.93565 -0.15373 0.56674
H 0.38374 1.23358 -2.09848
```

Its calculated total energy is -1086.70343 hartree. The value obtained for the highest occupied orbital energy is -8.02 eV. The energy relative to the best compared isomer or geometry (same formula, charge and spin) comes out at 92.4 kcal per mole.

Atom charges from the natural (NBO) analysis, given in e for atoms 1 to 5:
1 C -0.777
2 S 1.315
3 O -0.928
4 C 0.062
5 O -0.680